The following is a DFT calculation (ωB97M-V/def2-TZVPD) of a cluster of 8 separate species, C24H57NO19S6 in total in a non-equilibrium geometry.

The calculation puts the largest force on an atom at 0.0580 hartree/bohr. The value obtained for the orbital gap is 0.3693 Eh.

Structure (ORCA input):
```
! RIJCOSX wB97M-V def2-TZVPD def2/J DEFGRID3
* xyz 0 1
S 2.36141 -4.36697 0.29059
S -1.79599 -2.55937 2.69537
S -5.97024 -1.75840 0.44666
S 1.50485 4.83632 -0.33624
S -2.67943 2.41436 -2.30377
S 3.47435 1.23951 4.50822
O -2.30230 -1.66736 1.68929
O 4.61385 0.13272 4.06172
O 2.74941 5.37403 0.14212
O 2.18804 -5.32978 1.32246
O -2.04189 3.02242 -1.12071
O -1.63594 1.85833 -3.33028
O -6.99869 -2.18990 -0.79925
O -1.76852 -4.08790 2.18388
O 0.55582 6.13205 -0.31937
O 0.25300 -0.10119 1.13385
O 3.93553 2.59578 4.38293
O 3.98837 -4.07829 0.24424
O -5.68600 -2.97126 1.19214
O -6.70974 -0.68979 1.05918
O 1.36649 4.19135 -1.60133
O 3.10040 0.82938 5.85235
O -3.63208 1.38322 -1.98471
O -0.46883 -2.30402 3.16964
O 1.83589 -4.70870 -1.01003
N 3.25995 1.76657 0.34939
C 4.68846 1.43954 -2.06431
C -2.33603 -5.41199 0.23491
C 0.76370 3.88573 0.94019
C 4.99070 2.47093 -1.14957
C -2.99095 -2.54732 4.03409
C -0.60960 0.02818 0.01284
C 3.61410 0.61523 -1.70943
C -1.05386 7.61626 -1.58648
C 4.27149 2.59407 0.02618
C 5.44279 0.40080 2.91396
C -7.23437 -3.61727 -0.98786
C 2.07079 1.01609 3.48942
C -3.48450 3.61459 -3.27483
C -4.52209 -1.14768 -0.51077
C 0.72585 1.51516 -3.98285
C 6.08692 -3.31471 -0.87621
C -8.62701 -3.86838 -1.67750
C -0.33416 2.50952 -3.40922
C -2.94896 -4.53135 1.36583
C 2.95379 0.78145 -0.49876
C -0.80885 6.18641 -0.92989
C 4.59265 -3.39976 -0.89074
C 5.19640 -0.60978 1.78194
C 1.83353 -2.76788 0.78389
H -3.12209 -5.83664 -0.40908
H 2.35835 -2.43732 1.66508
H -0.25940 7.87082 -2.29159
H 5.30088 -1.64668 2.07820
H -0.51631 3.37709 -4.02115
H -8.76544 -4.89562 -2.06850
H -3.15652 -1.58423 4.48225
H 1.30768 1.67354 3.92184
H 1.90167 -0.04903 3.64564
H 6.49028 0.50790 3.23789
H 1.22680 2.90377 1.04544
H -1.77267 -4.70567 -0.33183
H 2.26274 1.22203 2.44511
H -4.16809 -2.06147 -1.02904
H -8.69453 -3.14194 -2.51567
H 1.91564 -1.98190 0.02192
H -1.51303 0.55065 0.33133
H -1.12906 8.43260 -0.88149
H 4.64210 3.29742 0.75350
H -1.79271 -6.25662 0.66158
H 4.32404 -3.95934 -1.77567
H -1.55487 6.03604 -0.18712
H 4.24004 -2.37976 -0.84679
H -6.42155 -3.99644 -1.61020
H 0.80074 -2.94099 1.05925
H -0.28517 3.76551 0.62076
H 2.06422 0.23292 -0.25914
H -9.44091 -3.54636 -0.99389
H -2.60298 -3.25965 4.76672
H -0.97357 -0.87539 -0.48840
H 1.70717 1.99611 -4.11231
H -7.19456 -4.18645 -0.06748
H -2.82006 4.42364 -3.53044
H -0.88041 5.39203 -1.69797
H -3.91794 -2.92465 3.60338
H 6.37781 -2.95326 0.10035
H 4.12555 -0.48399 1.44387
H 6.39705 -2.55393 -1.60820
H -0.10895 0.60394 -0.78792
H 5.27789 1.19192 -2.94029
H -3.77052 -0.69144 0.11432
H -3.54795 -5.05175 2.09751
H 5.10059 1.40781 2.66253
H 0.87136 4.48431 1.82731
H -0.16936 -0.69685 1.79053
H -3.40095 -3.71199 0.84742
H 6.56605 -4.26080 -1.13427
H -4.98829 -0.44403 -1.17782
H -4.37601 3.97136 -2.75450
H 0.43573 0.96849 -4.90549
H 0.85434 0.69882 -3.24401
H 5.80179 3.15948 -1.30233
H 3.29730 -0.21041 -2.36266
H 5.79155 -0.39693 0.92052
H -3.81244 3.16530 -4.22588
H -2.00532 7.51716 -2.13553
H -0.05621 2.84992 -2.40073
*
```

Mulliken population analysis, charges in e, atoms 1 to 2: 1.31, 1.13

The following is a DFT calculation (ωB97M-V/def2-TZVPD) of a cluster of 8 separate species, C24H57O17P3 in total in a non-equilibrium geometry.

The calculation puts the largest force on an atom at 0.0883 hartree/bohr. The value obtained for the orbital gap is 0.3465 Eh.

Structure (ORCA input):
```
! RIJCOSX wB97M-V def2-TZVPD def2/J DEFGRID3
* xyz 0 1
P 2.40148 3.56674 0.48469
P -0.06148 3.75414 -3.78533
P 1.31784 -1.38220 4.47916
O 0.94881 2.67620 -4.36100
O 1.22039 -1.05964 -1.80193
O -0.84093 2.86046 -2.77307
O -1.11820 4.07240 -4.89843
O -2.14869 -0.41863 -0.63218
O -2.14771 -4.47288 -1.66389
O 2.71206 5.02756 0.12806
O 0.88207 -2.73678 4.14334
O 2.57730 2.83939 -0.87427
O 0.57253 5.01830 -3.33568
O 3.50483 3.15587 1.41745
O 0.19284 -0.58838 5.24674
O 1.69468 -0.49864 3.27833
O 1.10732 3.30428 1.11750
O 3.96813 -5.52907 0.75362
O 2.54404 -1.31927 5.46458
O -3.46189 -0.61332 2.41279
C -4.37087 -0.03057 1.80051
C 4.94109 3.36661 1.06256
C -1.26624 -0.61724 0.16190
C -0.77593 -1.98397 0.51357
C 2.18115 -5.50285 2.36873
C -0.64588 0.53944 0.94137
C 0.62533 -1.65113 -2.65982
C 2.66215 -2.12553 6.67218
C -1.13946 -0.53867 4.70094
C 0.83030 -3.11621 -2.90026
C -4.35388 1.44331 1.56446
C 3.00414 -4.95052 1.19479
C -3.46219 -3.17752 -3.17331
C 2.11290 1.54280 -1.22164
C 1.74605 5.97994 -0.30265
C -1.78754 2.98697 -5.51529
C -1.36177 3.33259 -1.53108
C -0.38825 -0.89678 -3.52469
C 2.37019 0.80506 3.47030
C 2.49237 -3.65986 0.60435
C -3.98586 -3.34307 -0.66185
C -5.61004 -0.76752 1.28120
C 2.25200 3.01516 -4.89566
C -3.11893 -3.73123 -1.82640
H -5.98353 -0.26892 0.37113
H -1.16072 -0.36604 -2.94363
H -1.14530 2.55326 -6.27572
H 2.19356 -1.70544 7.56108
H -2.01526 2.18571 -4.82738
H 1.86682 1.58223 2.89530
H 2.46292 -6.57209 2.47253
H -1.32723 -1.37483 4.03768
H 3.35288 0.68059 3.02317
H -3.43329 -3.42862 0.28128
H -1.35519 1.37270 0.79295
H 2.45155 1.06244 4.50451
H 1.35500 5.73435 -1.27613
H 3.25694 -3.16357 -0.00341
H 3.74216 -2.11386 6.88996
H -5.39342 1.78377 1.69998
H 2.14875 -3.01795 1.41926
H 5.08594 3.14446 0.01794
H -1.11931 -2.32801 1.50379
H -5.29493 -1.77044 1.09084
H 2.35316 0.74446 -0.50085
H 2.88001 2.12585 -4.74017
H 2.66636 3.91793 -4.46306
H -0.42408 0.28194 1.95950
H -1.10243 -2.67528 -0.25337
H -1.86852 -0.47009 5.51943
H -6.43497 -0.70258 1.99951
H -4.35210 -2.33155 -0.76714
H -2.70963 3.41767 -5.88192
H 0.00404 -3.68831 -2.50429
H 1.78269 -3.39868 -2.50191
H 1.10315 -5.39264 2.20401
H -2.94766 -2.22572 -3.34323
H 2.42830 -4.99621 3.29599
H 0.27771 0.86767 0.44317
H -4.53656 -2.89919 -3.19337
H -0.87658 -1.58278 -4.23768
H 0.33624 -1.97295 0.64616
H -1.23329 0.34834 4.09912
H 5.46880 2.69390 1.71687
H -0.64259 3.23442 -0.72994
H 0.98186 6.12951 0.43754
H 0.19670 -0.14198 -4.10479
H -4.87109 -4.00684 -0.67012
H -4.26871 1.55789 0.46302
H 2.56332 1.29541 -2.16834
H 0.86850 -3.25208 -3.98579
H 2.30630 -3.13205 6.45811
H 5.20582 4.41436 1.29865
H -3.65900 2.04428 2.14041
H -2.30795 2.84165 -1.35816
H 1.63233 -3.91526 -0.03048
H 1.03296 1.54397 -1.35561
H -1.53417 4.40839 -1.57288
H -3.25207 -3.83797 -4.03841
H 2.25216 6.95774 -0.45688
H 2.17639 3.23132 -5.98297
*
```

Mulliken population analysis, charges in e, atoms 1 to 2: 1.01, 0.86

The following is a DFT calculation (ωB97M-V/def2-TZVPD) of a structure of composition C24H59F4Mn2NO10P2 in a non-equilibrium geometry.

The calculation puts the largest force on an atom at 0.0870 hartree/bohr. The value obtained for the orbital gap (alpha / beta) is 0.1699 / 0.1421 Eh.

Structure (ORCA input):
```
! RIJCOSX wB97M-V def2-TZVPD def2/J DEFGRID3
* xyz 2 11
Mn 9.42127 19.97041 -10.96174
Mn 5.75272 16.36464 -12.85401
P 7.32586 19.44957 -13.56490
P 6.99770 17.69254 -9.84494
F 6.25458 20.61655 -13.13252
F 7.43880 19.67598 -15.14699
F 7.07733 16.86084 -8.47340
F 5.81817 18.77050 -9.76680
O 6.56728 21.85445 -17.04082
O 10.97116 17.42035 -14.39730
O 6.62532 18.12374 -13.42337
O 10.65238 18.02215 -11.52285
O 6.51031 16.74656 -10.90507
O 4.94274 15.93968 -14.91777
O 8.56451 19.77782 -12.70745
O 10.82659 21.44944 -11.93904
O 8.30634 18.47699 -10.12331
O 4.58679 21.10458 -11.34646
N 5.73111 22.85576 -16.55061
C 5.59329 25.04275 -15.36195
C 6.46312 24.10376 -16.23705
C 10.91226 19.14959 -16.12879
C 11.24457 17.66483 -15.72397
C 3.71682 22.24869 -11.62108
C 11.45892 21.44970 -13.15377
C 4.29357 22.78674 -16.77783
C 11.36397 17.16055 -10.65479
C 12.77159 17.84314 -10.75604
C 10.67082 22.37994 -14.07385
C 6.90713 24.79086 -17.57109
C 10.41701 16.55634 -16.44286
C 4.02699 18.05100 -15.51616
C 4.77227 23.22807 -12.11865
C 11.45654 15.73505 -11.14102
C 3.70314 21.36459 -16.47636
C 7.75121 23.89617 -15.35186
C 3.56015 23.82839 -15.86196
C 4.16848 25.22328 -15.85618
C 3.87619 23.12594 -18.23694
C 2.58764 21.89051 -12.55471
C 4.04553 16.50682 -15.84770
C 2.63085 15.83515 -15.92820
C 12.98207 21.66229 -12.91865
H 5.01520 18.46696 -15.31990
H 2.74100 14.75074 -15.93129
H 2.63846 21.16012 -16.58920
H 4.52400 16.50678 -16.82707
H 6.36045 25.71310 -17.76782
H 5.32769 22.92434 -13.00599
H 7.97982 24.98138 -17.53729
H 6.08555 26.01333 -15.30077
H 3.79594 21.11408 -15.41959
H 3.62968 25.87913 -15.17233
H 12.84492 18.92018 -10.60534
H 1.80212 22.64596 -12.53613
H 13.36210 17.26745 -10.04331
H 10.31871 16.71864 -14.45656
H 3.71266 23.34905 -14.89497
H 4.39103 24.24000 -12.25557
H 6.53491 21.08465 -16.46814
H 5.60238 24.86996 -14.28577
H 10.93336 23.43776 -14.06102
H 11.87503 15.04860 -10.40498
H 13.59251 21.05121 -12.25378
H 13.22619 17.68419 -11.73388
H 2.85660 22.88514 -18.53789
H 10.43522 16.68858 -17.52466
H 3.62736 18.67780 -16.31335
H 11.73880 19.83235 -15.93190
H 8.43690 24.73108 -15.20746
H 10.90507 17.66089 -12.37563
H 9.59446 22.30560 -13.91886
H 10.93869 17.19518 -9.65177
H 10.80833 22.33946 -11.57970
H 2.98072 21.40241 -13.44653
H 10.68239 19.16975 -17.19409
H 4.08377 25.69014 -16.83748
H 13.12575 22.69095 -12.58805
H 2.00590 16.15926 -15.09604
H 5.29573 21.11576 -11.99367
H 11.37564 20.46236 -13.60802
H 13.47104 21.69136 -13.89239
H 5.57690 23.29185 -11.38613
H 10.48782 15.31470 -11.41118
H 10.84075 22.14742 -15.12512
H 12.30841 17.56750 -15.94046
H 2.00579 21.04038 -12.19857
H 3.36990 18.25425 -14.67057
H 2.51577 23.93208 -16.15623
H 4.54544 22.64560 -18.95070
H 3.34101 22.64406 -10.67739
H 4.23052 24.14928 -18.36072
H 8.35275 23.02106 -15.59771
H 10.83283 15.57763 -16.20345
H 9.35093 16.56716 -16.21605
H 4.32108 20.69177 -17.07097
H 11.95522 15.81342 -12.10708
H 10.03222 19.52374 -15.60568
H 2.10009 16.01569 -16.86297
H 7.56631 23.72138 -14.29197
H 5.49833 15.29880 -15.36742
H 6.88478 24.17969 -18.47336
*
```

Mulliken population analysis, charges in e, atoms 1 to 2: 0.90, 1.21

The following is a DFT calculation (ωB97M-V/def2-TZVPD) of a structure of composition C24H60AlCaClKN3NbO21P2S2 in a non-equilibrium geometry.

The calculation puts the largest force on an atom at 0.1715 hartree/bohr. The value obtained for the orbital gap is 0.0475 Eh.

Structure (ORCA input):
```
! RIJCOSX wB97M-V def2-TZVPD def2/J DEFGRID3
* xyz 1 1
Nb 2.89664 -0.24727 -1.41462
Ca 5.22332 0.33563 3.03789
K 2.15166 2.87351 -4.09882
Cl 2.75168 7.43084 -0.55172
S -10.75289 -0.11822 0.86036
S 5.52328 -8.28262 1.43564
P 3.86246 0.38589 0.88617
P 2.47503 2.24784 -1.88854
Al -0.17668 5.47460 -3.44848
O 2.09580 6.42042 -1.35885
O 2.49601 7.80873 6.89722
O -3.28771 -2.94101 -1.40735
O -11.67108 -0.56857 2.13216
O 2.52352 7.15089 0.85258
O 0.83246 -5.25120 -4.44965
O 4.17607 7.41600 -0.82239
O 2.81677 0.30280 2.07057
O 6.23452 -9.51090 1.03685
O -9.36398 -0.10183 1.27365
O 6.31108 -7.10477 1.02870
O 2.21123 8.73615 -0.87844
O 4.00502 3.13213 -1.89288
O 3.14899 -2.55172 0.57663
O -2.40678 4.94148 -2.18738
O 2.74584 7.20053 4.70673
O 8.62299 1.92682 -1.89591
O 5.34327 -8.27198 2.89868
O -3.48958 -0.57995 -0.71679
O -11.19554 -0.83631 -0.31518
O 4.20443 -8.24288 0.77801
N 6.11730 -0.30778 -1.18160
N -2.48923 2.69000 -2.17289
N -3.37777 3.87125 -0.45888
C 3.33679 -2.41930 -0.90622
C 4.32327 -4.72070 1.45613
C -1.32148 -2.06351 0.02288
C -11.31566 1.55850 0.74985
C -0.57707 -5.35368 -4.36588
C -4.69962 -0.83293 0.10794
C 0.78731 5.96161 4.44418
C 1.88758 -2.24455 -3.88274
C -11.74357 -1.94837 2.46555
C -5.98688 -0.89969 -0.93818
C -2.76938 -1.89372 -0.73392
C 3.10979 -5.18052 2.49030
C 4.36743 -3.07366 1.21361
C 0.75026 -0.33233 -0.58496
C 2.24833 -0.68485 -3.54799
C 1.48501 3.07478 -0.44940
C 5.05865 -0.04553 -2.22932
C 1.88506 6.67380 3.69808
C 0.65956 6.77991 5.70413
C -10.46696 -2.42746 3.13104
C -2.73682 3.90067 -1.64123
C -0.09314 -1.66084 -1.03854
C 2.05018 7.31158 5.87631
C 7.15123 -1.32489 -1.64505
H 8.00672 -1.39048 -0.82009
H -6.94834 -0.38930 -0.49579
H 7.82364 2.24331 -2.27550
H -1.29929 -1.31705 0.92394
H -3.58351 4.76131 -0.02427
H 2.71666 -3.02504 -3.55692
H 3.41123 -6.17860 3.06892
H 5.33441 -4.98811 2.02831
H 3.15772 -0.38947 -4.26267
H -5.68307 -0.24612 -1.88561
H 5.37335 -2.74109 0.70563
H -0.90090 -6.30259 -4.80032
H -0.03048 7.61857 5.57645
H 0.79694 -2.56700 -3.52076
H 4.32678 -5.33421 0.45172
H 1.11051 4.94469 4.69801
H -2.00840 2.66736 -3.06262
H 2.14220 -5.41742 1.87640
H 4.42576 -2.66973 -1.25550
H 1.37247 0.06742 -3.84151
H 2.44731 5.99328 3.05202
H 1.55073 4.24283 -0.65584
H 1.06612 -5.28723 -5.39275
H 2.06489 2.85714 0.55002
H -10.21414 -1.79078 3.98520
H 4.30439 1.78650 0.83751
H -0.63169 -1.48587 -2.08958
H 0.12928 0.61842 -0.95402
H -1.16851 -3.19639 0.36431
H -4.55020 -1.84155 0.69972
H -4.85180 0.02864 0.91990
H -0.87419 -5.31637 -3.31521
H -11.15971 2.04924 1.71241
H 2.62638 -3.21626 -1.38198
H 0.36540 6.16204 6.55567
H 1.83966 -2.32998 -5.07263
H 4.39435 -2.60008 2.30919
H 5.19277 0.99215 -2.79980
H 2.94829 -4.37104 3.33341
H 1.50579 7.50455 3.09378
H 7.66315 -1.05949 -2.66414
H -12.57668 -2.06682 3.16585
H -10.57038 -3.46058 3.47391
H -0.14270 5.88759 3.87430
H -12.37102 1.56482 0.47437
H 0.35466 2.76834 -0.41853
H 4.32065 3.14987 -2.84580
H -9.62110 -2.38818 2.43840
H 5.15611 -0.87946 -3.07196
H 6.64896 -2.38189 -1.74428
H -10.72401 2.05920 -0.01982
H -1.03648 -4.51952 -4.90195
H -3.65769 3.02431 0.00647
H 5.06144 -0.36971 1.23755
H 0.53732 -2.63808 -1.16490
H 0.74953 -0.27523 0.58580
H -6.18295 -1.99734 -1.35086
H -11.97843 -2.54803 1.57937
H -2.75326 1.82199 -1.73825
H 6.64536 0.57958 -0.92264
*
```

Mulliken population analysis, charges in e, atoms 1 to 2: -0.53, 1.52